# C11H16AsF6NiOP2

C11H16AsF6NiOP2 as an isolated structure (wB97M-V/def2-TZVPD, OMol25).

```
38
Properties=species:S:1:pos:R:3:forces:R:3
C -0.5891 -1.4276 -3.8464 -0.008 -0.005 -0.035
F 0.0870 -0.0865 4.3669 0.050 -0.005 -0.022
C -2.1087 2.1818 -0.6684 0.002 -0.026 0.038
H 0.6388 -3.2361 0.0706 -0.014 0.002 0.001
C -0.5374 -0.7101 -2.6574 -0.036 -0.077 -0.005
H -0.6020 1.1821 -6.0113 -0.001 -0.003 -0.002
F -1.7491 0.1183 1.4112 0.016 -0.014 0.117
H -2.9234 -1.2605 -0.6151 0.006 0.011 -0.010
H 0.3522 3.6262 -1.6965 0.023 0.004 -0.009
P -0.5004 1.5000 -1.0738 0.215 -0.251 -0.080
H -2.8772 1.4115 -0.6727 0.005 -0.010 -0.007
C 0.7022 2.8338 -1.0292 0.030 -0.035 0.057
O 3.3287 -0.1245 0.7065 0.026 -0.007 -0.111
C -0.5420 1.3747 -3.8797 -0.006 0.008 -0.035
C -0.5896 0.6538 -5.0676 0.003 0.020 0.023
H -2.4764 -2.8395 -1.3080 -0.012 -0.002 0.007
H -2.1659 -2.4962 0.4153 0.007 -0.001 -0.001
C 2.2381 -0.0872 0.4880 0.087 0.010 0.113
F 0.0398 -1.2219 2.1267 0.106 -0.017 -0.084
H -0.6428 -1.2846 -5.9822 -0.001 0.003 -0.002
C -0.5129 0.6862 -2.6735 -0.022 0.072 0.012
F -1.8368 1.3588 3.5570 0.016 -0.024 0.040
As -0.9542 0.0213 3.0661 -0.165 0.080 -0.068
H -0.5199 2.4571 -3.9115 -0.001 0.001 0.002
H -2.3420 2.9315 -1.4299 -0.011 0.005 0.009
F -2.0373 -1.1766 3.5141 0.019 -0.002 0.007
H 0.1831 -3.6691 -1.5847 0.024 -0.004 -0.012
F 0.2289 1.1368 2.1789 0.023 0.041 -0.059
H 0.7660 3.2399 -0.0181 -0.011 0.001 0.000
H 1.5691 -2.5844 -1.3125 -0.003 -0.007 -0.017
H -0.6041 -2.5105 -3.8513 -0.002 0.000 0.003
H 1.6819 2.4910 -1.3591 -0.003 0.004 -0.017
H -2.0775 2.6557 0.3134 0.012 0.001 0.002
P -0.5601 -1.4836 -1.0412 0.156 0.281 -0.041
C -2.1933 -2.0669 -0.5874 0.004 0.011 0.027
C -0.6125 -0.7346 -5.0513 0.002 -0.016 0.026
Ni 0.1464 0.0072 0.5037 -0.573 -0.073 0.079
C 0.5799 -2.8676 -0.9552 0.035 0.027 0.055
```
Forces are in eV/Å.

- energy above the lowest of the compared OMol25 structures with the same formula, charge and spin (eV) = 0.000
- HOMO energy (alpha / beta) (eV) = -17.1 / -17.1
- 2S+1 = 2
- total charge = +2
- <S²> = 0.874